# 1
131
Properties=species:S:1:pos:R:3 method="wB97M-V/def2-TZVPD" homo_energy_ev="-10.5846 / -10.4669" energy_ev=-142252.7138 charge=+1 lumo_energy_ev="-3.99 / -3.87"
H 5.9093 0.0850 -0.6328
H -2.8086 -0.1767 3.2077
C 5.8057 4.2555 -1.6770
C 1.3828 -3.1008 -4.2685
C 1.1209 -2.0425 -3.3991
C -2.9759 1.6184 -2.9647
H 6.9819 -3.0326 -1.0637
C 2.5998 -3.1845 -4.9294
Mo -0.3188 -0.8665 0.0953
H -3.9188 1.7058 -2.4468
C 2.2545 -5.5990 0.8758
C 5.3558 -1.9299 -0.1944
H 5.2887 -1.8760 4.2419
C -1.7910 1.4449 -2.2641
H 5.4407 1.5932 1.0985
C -0.3725 -4.0516 -0.2786
C -3.3643 -1.7513 4.5362
H 4.5110 0.4466 4.5844
H -3.9340 3.1998 3.4084
H 2.6700 -7.5761 1.5860
C 3.2936 -1.1323 -3.9024
C 4.2859 -1.5905 3.9514
O 2.5287 1.6610 -1.4420
C -0.8008 1.4674 4.6303
H 7.4864 -1.6354 -0.1147
C -0.4094 3.8404 4.4757
S 1.3033 2.1040 1.2544
C 2.0739 -1.0458 -3.2411
C 3.8501 -0.2889 4.1450
H -3.6456 -3.4190 5.8564
H 1.8784 -5.2502 1.8314
H 3.4987 -8.3766 -0.6020
C 4.2823 -2.7838 -0.0189
H -0.0277 -5.0376 0.0248
C 0.2267 3.6541 3.2618
C -0.5778 -4.0179 -1.7850
H -4.5962 0.6855 -0.7869
H -1.7481 1.5737 -6.1229
H 2.8242 -4.4920 -2.2775
C 3.1979 -6.4911 -1.5778
H -1.2584 -4.0597 5.8325
C 3.4294 -2.5277 3.3911
C -4.0842 2.6525 2.4864
H -6.5009 1.1849 0.6359
H -2.4584 3.9339 -1.3076
C 0.4115 5.5591 -0.5658
O -4.9744 -1.8870 -0.0529
C 6.5466 3.2911 0.4009
C 3.5745 1.3426 -0.9052
H -6.2014 2.4165 2.7625
H 5.9037 5.0054 -2.4506
C 1.8549 -3.3107 -0.0389
C -1.4668 4.0952 -0.9025
H -1.1852 0.6291 5.1917
H 0.2934 -4.4200 -2.2976
C -3.1617 1.6974 0.4605
H -3.8802 1.7884 -4.8959
H 7.4505 5.0025 -0.5233
O -3.3563 -3.3026 -1.2511
C 0.3251 2.3756 2.7311
H -2.0319 2.7721 1.9505
C -2.4597 -1.0309 3.7774
H -1.3922 2.8769 6.1219
C 0.4673 3.3072 0.2342
C 2.2867 -4.7344 -0.2138
C 2.5620 0.0829 3.7851
C -1.1097 -1.3966 3.7448
C -1.7551 1.5465 -5.0413
H -1.4733 -4.5619 -2.0676
O 2.6508 2.6464 1.5712
C -0.9139 2.7426 5.1606
C 1.0875 4.5384 0.0797
H -0.5017 4.8343 4.8929
H 4.4752 -3.8351 0.1480
H 3.5656 -6.8380 -2.5344
H 0.3504 1.2924 -2.4063
C 2.9608 -2.3338 -0.0650
C -0.5845 1.3555 -2.9561
C 5.0854 -0.5890 -0.4388
C -2.9528 1.6662 -4.3521
C -5.5212 1.5371 0.9296
N 0.6078 -2.9997 0.0795
C -3.0029 2.3984 1.6609
S -3.7297 -1.9959 -0.7502
H 0.6495 4.4939 2.7256
H 2.7882 -4.0106 -5.6032
H -4.4060 -1.4596 4.5455
H -1.4270 6.1419 -1.5111
C 2.1510 -2.1539 3.0132
H 4.1085 3.2974 -2.5900
C 4.6902 2.3216 -0.7790
C 6.6742 4.2519 -0.5950
H 6.9261 -3.1022 0.6933
C -0.6869 -2.4881 4.4955
S -2.2944 -1.7559 0.8768
P 0.0061 -0.4222 2.6791
H 0.6352 -3.8649 -4.4501
C 2.6951 -6.9066 0.7366
C 6.7663 -2.4503 -0.1660
C 2.7302 -0.9684 -0.2545
H 0.3777 1.3261 -4.8682
C -2.9366 -2.8510 5.2688
H 1.4856 -2.8843 2.5713
O -3.4094 -0.9174 -1.6691
Te -0.8192 -2.0000 -2.5040
C 3.7923 -0.0778 -0.4678
O 1.4529 -0.5603 -0.2834
C 2.7733 -5.1777 -1.4384
C 5.5628 2.3220 0.3074
H 3.7598 -3.5480 3.2394
P -1.6053 1.3747 -0.4512
H 1.8925 -0.1968 -2.5989
C -0.5650 1.4010 -4.3409
C -4.4373 1.2700 0.1027
H 2.0855 4.6697 0.4796
H -1.3052 -3.8515 0.2321
C -0.7920 3.0377 -0.2891
C -0.1950 1.2641 3.3891
H 2.2494 1.1039 3.9501
H 4.0304 -0.3507 -3.7602
C 3.1611 -7.3548 -0.4919
C -0.8810 5.3428 -1.0276
C -5.3522 2.2202 2.1213
C 1.6990 -0.8490 3.2114
H 0.8847 6.5228 -0.6997
C -1.6001 -3.2141 5.2503
H 0.3554 -2.7716 4.5191
H 4.5128 -2.2667 -5.2560
H 7.2107 3.3046 1.2550
C 3.5640 -2.2035 -4.7395
C 4.8071 3.2979 -1.7631

# 2
130
Properties=species:S:1:pos:R:3 method="wB97M-V/def2-TZVPD" homo_energy_ev=-7.5706 energy_ev=-114867.1155 charge=0 lumo_energy_ev=0.57
C 1.5157 -2.4876 5.2689
C -1.1356 0.2773 8.9088
C -4.7213 -4.7367 2.4504
H -1.3481 -0.4975 9.6343
C -2.9670 1.0228 0.1748
S 1.1958 -4.1266 1.0048
C 4.2529 6.1644 -7.3103
H -0.6068 -2.9020 5.4551
C 0.6445 2.2804 2.1811
H 2.6776 -0.2510 10.7852
C -3.1716 -3.2538 0.0138
F -0.7125 3.7947 -2.4236
C -1.4602 -3.7101 1.7064
C -3.9569 -3.3612 2.3877
H -1.7963 -3.2834 3.5740
H -6.1439 0.5677 -6.0926
F 4.3436 -1.7894 6.9079
H 3.8739 6.3846 -9.4079
H 1.3537 4.0934 1.3012
H 3.6396 -2.1968 4.8330
H 0.6892 0.7322 6.0911
C -6.1107 -0.1327 -8.1325
C 2.9346 2.6648 1.6377
C 4.4102 -1.6272 8.2457
C 1.8664 -0.6320 -7.0535
H -4.6377 -2.5897 2.0020
H -3.2462 -1.7868 -4.2461
C -4.3780 -0.5441 -6.5461
H -3.7557 -5.9971 0.9343
C -3.3161 2.5048 -1.6838
C 5.5535 -1.9778 10.3108
H -3.6172 -1.9757 -9.4969
H -0.1138 -3.6447 -1.4713
H -2.3693 1.7615 9.8396
C 2.0154 1.4529 -1.9914
H 6.3940 -2.3763 10.8632
H 0.2548 -0.2492 -4.1010
C 3.0731 2.2014 -2.4906
H -2.8732 -5.9497 2.5183
C -3.8532 -5.9448 2.0266
C 4.5433 -1.2952 10.9767
C -2.2199 -3.2877 -1.0301
H -2.4017 0.7055 1.0423
C -2.5683 2.1150 -0.5797
H 1.3827 5.0243 -3.3255
H -3.0069 3.3562 -2.2723
F -0.6333 2.7119 2.2186
C 3.4002 -0.9411 8.8904
C -4.8589 0.7017 -1.2866
H 4.0706 1.7809 -2.5081
H 1.5755 -2.1150 6.2849
C 0.5322 3.2729 -2.4458
H 2.4882 -0.4274 2.9735
H 3.3916 -3.0838 2.4039
H 4.1273 7.2138 -7.0769
H -5.0456 2.1094 -2.8928
C 2.2564 0.5659 2.6117
H 4.6894 2.4013 -8.0670
F 2.2288 0.9705 -8.7418
F -4.4745 -0.7379 0.5404
C -4.1034 0.3306 -0.1924
H 0.9524 2.6242 -7.2080
Cl -5.2813 -5.0387 4.1445
H 3.7119 3.3084 1.2470
H -4.3987 -6.8538 2.3234
C 4.5720 3.4558 -7.8556
C 4.1090 5.6945 -8.6084
H -4.2145 -3.0500 -0.2240
C -5.6008 0.0188 -6.8510
H -0.0977 1.4271 -1.5709
C 0.5183 1.2939 -5.5686
C -2.9140 -2.3730 -3.4003
H 4.5962 -1.1654 12.0499
C 0.7376 1.9928 -1.9636
H 2.1864 0.4495 -1.6234
C -1.4237 2.5118 8.0645
C 1.6214 3.1113 1.6693
C 2.6719 -2.5218 4.4693
H 2.3891 -1.3698 -7.6486
C -0.5676 2.2274 7.0085
C 0.6665 0.0065 -5.0692
C -0.2834 0.0144 7.8546
H -7.0645 0.3088 -8.3884
F -3.8762 -0.3938 -5.2977
H -5.7422 0.1331 -1.5484
C 5.4861 -2.1505 8.9356
C 1.3037 -3.4736 2.6785
C -5.3976 -0.8507 -9.0842
N -1.1545 -3.9017 3.0868
F 4.7071 5.7271 -5.0422
H 6.2588 -2.6859 8.3993
C 2.8533 3.4877 -2.9673
H 1.4596 -1.9564 -5.4175
C -4.1710 -1.4134 -8.7571
C 2.5633 -3.0170 3.1071
H -0.3514 2.9837 6.2656
C -0.5389 -3.7832 0.6416
H 2.5740 -0.5393 8.3191
C -2.8238 -3.4570 1.3688
C 0.2645 -2.9359 4.7986
C -1.7051 1.5384 9.0153
H 4.2763 1.0488 2.0743
C 3.4668 -0.7797 10.2668
C 0.1417 -3.4380 3.4749
C 0.9431 1.0172 2.6548
H -5.5637 -4.6797 1.7528
C -0.8838 -3.5817 -0.7061
C 4.7265 3.9230 -6.5581
H -2.6935 -1.6793 -7.2076
C 1.7156 0.6541 -7.5364
C 1.3417 -0.9544 -5.8091
C 3.2509 1.3953 2.1052
H 4.1487 3.9770 -9.8929
F 0.2776 -1.2095 7.7478
H 0.1521 0.3926 3.0527
C 0.0127 0.9713 6.9030
H -1.6739 2.6591 -0.3083
C 4.5622 5.2711 -6.3035
C 1.5741 4.0269 -2.9505
C -3.6522 -1.2559 -7.4799
H -0.0119 2.0405 -4.9924
H -3.6439 -3.0339 3.3855
C 1.0505 1.6232 -6.8073
H -1.8727 3.4929 8.1478
C -2.6682 -3.0092 -2.4020
C -4.4625 1.8023 -2.0345
H 4.9731 3.2487 -5.7479
H 3.6788 4.0716 -3.3528
C 4.2657 4.3413 -8.8805
H -5.7993 -0.9709 -10.0819